The following is a quantum chemistry calculation of one molecule with the formula C12H20ClFO6S at a distorted geometry, from the OMol25 dataset.

Computed properties:
- Orbital gap: 10.5009 eV
- Structure (SMILES): CCO[C@@]1([C@H](F)CC)OC(=O)O[C@H]1CCCCS(=O)(=O)Cl
- E_tot: -1878.90519 Eh
- HOMO: -10.6 eV

Geometry as ORCA input:
```
! wB97M-V def2-TZVPD RIJCOSX def2/J DEFGRID3
* xyz 0 1
C -1.18 3.63 -0.88
C -0.59 2.46 -1.65
O -0.11 1.51 -0.71
C -0.03 0.21 -1.18
C -1.35 -0.54 -0.97
F -1.13 -1.85 -0.61
C -2.30 -0.56 -2.16
C -3.74 -0.71 -1.62
O 0.57 0.04 -2.44
C 1.08 -1.25 -2.40
O 1.06 -2.04 -3.32
O 1.59 -1.46 -1.16
C 1.04 -0.47 -0.28
C 2.23 0.38 0.16
C 3.01 -0.39 1.24
C 2.33 -0.37 2.62
C 1.62 -1.71 2.95
S -0.02 -1.55 3.63
O 0.03 -1.27 5.02
O -0.76 -2.71 3.29
Cl -0.88 0.09 2.71
H -0.51 3.97 -0.09
H -2.11 3.32 -0.43
H -1.40 4.41 -1.60
H -1.39 2.06 -2.27
H 0.19 2.83 -2.32
H -1.87 -0.06 -0.14
H -2.20 0.30 -2.81
H -2.13 -1.44 -2.76
H -3.72 -1.54 -0.93
H -3.99 0.16 -1.02
H -4.46 -0.85 -2.41
H 0.58 -0.81 0.64
H 2.90 0.51 -0.68
H 1.94 1.34 0.57
H 3.98 0.09 1.35
H 3.17 -1.42 0.92
H 3.12 -0.27 3.36
H 1.68 0.49 2.75
H 1.50 -2.24 2.01
H 2.25 -2.32 3.59
*
```

Atomic partial charges in e from the Löwdin method, atoms 1 to 5: atom 1 (C): -0.055, atom 2 (C): -0.222, atom 3 (O): -0.042, atom 4 (C): -0.418, atom 5 (C): -0.256

***

The following is a quantum chemistry calculation of C7H11N as an isolated structure at a distorted geometry, from the OMol25 dataset.

Computed properties:
- Orbital gap: 8.3513 eV
- E_tot: -327.80795 Eh
- ΔE to the lowest compared entry with this formula, charge and spin: 175.7 kcal per mole
- HOMO: -8.9 eV

Geometry as ORCA input:
```
! wB97M-V def2-TZVPD RIJCOSX def2/J DEFGRID3
* xyz 0 1
C -0.82 1.17 1.44
C -0.78 0.23 0.17
C 0.95 -1.16 -0.60
C 1.64 0.22 -0.17
C 0.28 0.72 -0.89
C -2.21 -0.15 -0.30
C -0.22 -1.10 0.44
H 0.25 1.05 1.86
H -1.41 0.95 2.39
H -0.86 2.36 1.31
H -0.21 -0.97 -2.30
H 1.50 -2.04 -0.78
H 1.55 0.64 0.98
H 2.45 0.60 -0.89
H 0.28 1.79 -1.32
H -2.12 -0.72 -1.23
H -1.10 -1.72 0.26
H 0.29 -1.35 1.45
N 0.54 -0.51 -1.82
*
```

Atomic partial charges in e from the Löwdin method, atoms 1 to 5: atom 1 (C): -0.081, atom 2 (C): -0.599, atom 3 (C): -0.292, atom 4 (C): -0.055, atom 5 (C): -0.193

***

The following is a quantum chemistry calculation of a 2-piece molecular cluster, C4H5FS overall at a distorted geometry, from the OMol25 dataset.

Computed properties:
- Orbital gap: 9.2388 eV
- E_tot: -653.27191 Eh
- ΔE to the lowest compared entry with this formula, charge and spin: 106.1 kcal per mole
- HOMO: -8.5 eV

Geometry as ORCA input:
```
! wB97M-V def2-TZVPD RIJCOSX def2/J DEFGRID3
* xyz 0 1
C -2.51 0.24 0.04
C -1.19 0.22 -0.11
C 1.20 0.01 -0.08
C 2.44 -0.44 0.20
H -3.23 1.12 0.05
H -0.67 1.24 0.07
H 1.09 1.23 -0.24
H 3.11 -1.78 0.19
H 2.98 0.50 -0.09
F -3.09 -1.07 0.08
S -0.12 -1.27 -0.12
*
```

Atomic partial charges in e from the Löwdin method, atoms 1 to 5: atom 1 (C): -0.170, atom 2 (C): -0.439, atom 3 (C): -0.580, atom 4 (C): -0.164, atom 5 (H): 0.128